{"formula": "C30H56Cl32N3S2", "method": "ωB97M-V with the def2-TZVPD basis set", "symbols": ["Cl", "Cl", "Cl", "Cl", "Cl", "Cl", "Cl", "Cl", "Cl", "Cl", "Cl", "Cl", "Cl", "Cl", "Cl", "Cl", "Cl", "Cl", "Cl", "Cl", "Cl", "Cl", "Cl", "Cl", "Cl", "Cl", "Cl", "Cl", "Cl", "Cl", "Cl", "Cl", "S", "S", "N", "N", "N", "C", "C", "C", "C", "C", "C", "C", "C", "C", "C", "C", "C", "C", "C", "C", "C", "C", "C", "C", "C", "C", "C", "C", "C", "C", "C", "C", "C", "C", "C", "H", "H", "H", "H", "H", "H", "H", "H", "H", "H", "H", "H", "H", "H", "H", "H", "H", "H", "H", "H", "H", "H", "H", "H", "H", "H", "H", "H", "H", "H", "H", "H", "H", "H", "H", "H", "H", "H", "H", "H", "H", "H", "H", "H", "H", "H", "H", "H", "H", "H", "H", "H", "H", "H", "H", "H"], "coordinates": [[-13.28641, -2.45654, -1.97497], [-0.33286, -7.06229, -4.07308], [5.58435, -1.55818, -3.25353], [1.09889, -1.79640, 5.78674], [4.84659, 8.51656, -2.40889], [1.08096, 3.69304, -4.27345], [-9.68719, -3.74764, 0.08066], [-7.60021, -0.64939, 3.76410], [4.68552, 4.70750, 0.78817], [-11.19038, -2.32171, 2.13693], [-4.49279, -7.64072, -2.86195], [3.29780, -5.05525, 1.35175], [1.34915, -3.83646, 3.67355], [2.73125, 8.06113, -6.12679], [-0.76578, 1.70591, -3.19663], [-6.27147, -2.80745, 2.31688], [11.72972, -0.52737, 0.30428], [8.17102, 9.32091, -3.15710], [6.00858, 11.12630, -3.94674], [13.93648, 1.07470, 1.34700], [-13.91608, -1.31916, 4.95464], [-14.34325, -3.45498, 3.01280], [2.09651, 9.28499, -1.77561], [-14.79386, -1.00041, 0.05361], [2.59805, 6.55715, -0.05932], [7.78924, -3.77589, 1.87521], [-0.65579, -9.15750, -6.08182], [3.19100, 5.34133, -7.07816], [0.48922, -4.84826, 0.50116], [-3.79415, -4.92918, -3.69560], [9.52263, -1.59640, 2.74057], [8.18660, -1.90643, -1.98728], [-3.90831, -0.81237, 1.04555], [-3.17303, -1.73465, 3.83418], [-2.76949, -3.24773, 1.64108], [-0.31563, 2.57153, 1.71038], [-2.16575, -4.82568, 0.22538], [-3.37625, -6.28340, -2.63670], [-2.57531, -3.55396, 0.30332], [-2.48773, -4.33645, 2.45756], [-11.29323, -3.27506, 0.65086], [-2.37540, 1.19057, 2.31670], [1.88844, 3.03258, 0.46182], [-2.09405, -5.39324, 1.53014], [3.41594, 1.63298, 2.05672], [3.34808, 9.22522, -3.02269], [-0.24009, 3.39005, -3.12962], [2.17583, -4.83732, -0.01783], [4.28308, 6.39345, 0.44516], [4.67626, 0.66999, 2.06345], [-7.79986, -1.96985, 2.60353], [12.28114, 0.51430, 1.61911], [-14.89167, -1.97131, -1.41907], [-1.73001, 2.34549, 1.42578], [2.63307, 1.64303, 0.70045], [5.66555, -0.98369, 0.36108], [2.70893, 6.33864, -5.70347], [-14.89009, -1.87729, 3.59034], [-1.24520, -7.59967, -5.48868], [7.71005, 10.99580, -3.47969], [6.85105, -2.70903, -2.81910], [0.35956, -3.18842, 4.99400], [4.46423, -0.72653, 1.35639], [-3.84747, 0.86008, 1.80126], [0.30840, 2.85558, 0.40847], [9.43537, -3.13882, 1.88331], [-3.23022, -2.00219, 2.21241], [2.33979, -5.64442, -0.72607], [3.26596, 1.35044, -0.17026], [-2.36893, -6.61426, -2.87093], [4.55978, -1.51068, 2.14756], [2.99080, 8.62173, -3.85304], [3.82075, 2.67193, 2.20645], [1.70485, 6.06102, -5.40135], [2.37920, -3.88202, -0.49404], [-4.59766, 0.89633, 2.63292], [-2.34876, 3.26402, 1.68362], [-1.13889, -6.86014, -6.27624], [-2.54357, -4.43777, 3.55199], [4.90665, 0.46141, 3.14765], [4.92555, 6.75461, -0.35011], [6.28830, -0.07641, 0.15936], [0.21263, -3.97044, 5.73476], [12.24741, -0.04624, 2.54846], [3.55209, 10.23642, -3.36179], [-11.87475, -4.17111, 0.84926], [7.22944, -3.17616, -3.72325], [5.34549, -1.37445, -0.64462], [0.00498, 2.10000, -0.38446], [4.44026, 6.98316, 1.34359], [8.32500, 11.37818, -4.28854], [-2.43375, 1.48317, 3.39424], [2.78741, 1.42841, 2.95338], [-4.14226, 1.64513, 1.06436], [2.05379, 3.69368, 1.35156], [6.42900, -3.46395, -2.16131], [3.46063, -0.86818, 0.90336], [-15.92548, -1.95868, 3.90690], [-8.15928, -1.56159, 1.66418], [-15.36885, -1.38242, -2.19636], [-0.14759, 3.86032, 0.08494], [-0.59507, -2.88331, 4.58962], [-15.47863, -2.86211, -1.21676], [-1.07875, 4.03073, -3.38474], [-8.52095, -2.67788, 2.99686], [-2.76830, -2.82945, -0.50262], [-11.77822, -2.68328, -0.12253], [0.10455, 3.61385, -2.12149], [11.62387, 1.37608, 1.68333], [2.22292, 3.49690, -0.49738], [-1.70313, 0.30332, 2.26750], [-14.80626, -1.15934, 2.78164], [5.55787, 1.24228, 1.68132], [-1.82907, 2.02510, 0.34577], [1.80039, 0.89337, 0.81658], [-3.42496, -5.95182, -1.60319], [7.87312, 11.58411, -2.58181], [9.75955, -2.98871, 0.85711], [3.40132, 6.16776, -4.88348], [-2.29220, -7.70037, -5.21475], [6.38178, -1.75275, 0.75942], [10.08776, -3.85323, 2.37622], [-1.81714, -6.41682, 1.82852]], "forces_ev_per_a": [[-0.2070, -0.0133, -0.3461], [0.1792, 0.0218, -0.1044], [-0.0234, -0.0968, -0.2290], [0.0444, 0.0235, 0.0201], [-0.0678, -0.1836, 0.0024], [0.0610, 0.0339, -0.0663], [-0.0160, -0.0657, -0.0665], [-0.0778, 0.0466, 0.0090], [0.3535, 0.1767, -0.0143], [-0.0745, 0.1053, -0.0346], [0.0049, -0.1337, -0.0304], [0.0608, -0.0015, -0.2838], [-0.1103, 0.1091, 0.3037], [-0.0647, -0.0258, -0.2613], [-0.0530, 0.0694, -0.0508], [-0.4247, -0.3166, 0.0561], [0.0290, 0.0072, -0.1112], [0.1420, 0.0631, -0.0061], [0.2014, 0.3874, -0.1940], [0.0192, 0.0483, 0.0717], [-0.0505, 0.0613, -0.0082], [-0.2251, -0.1050, -0.0559], [-0.0656, 0.3272, -0.2312], [-0.0622, 0.0566, -0.0325], [0.1073, -0.0910, 0.1234], [0.0712, -0.1611, 0.0017], [-0.0561, -0.0086, -0.0627], [-0.0109, -0.0571, 0.0628], [0.9359, -0.0865, -0.4182], [0.0882, 0.0333, -0.0255], [-0.0081, 0.0097, 0.1439], [0.1651, -0.0589, 0.0331], [0.5565, -0.6335, -0.2753], [0.0441, -0.0489, -0.8593], [-0.7106, 1.4157, 1.2329], [-0.2112, -0.7161, -1.4044], [-0.8388, 0.0039, 0.3604], [0.0802, 0.0661, 0.2971], [0.4344, -2.2424, 1.4606], [1.1983, -3.4586, -2.7025], [-0.0939, 0.0402, -0.0711], [-0.0593, 0.4431, -0.3753], [-1.1956, -0.9680, 0.3032], [-1.7401, 4.3572, 1.1834], [1.2249, 0.3348, -0.3608], [-0.2278, -0.0819, 0.0212], [-0.1541, 0.0283, 0.3379], [0.0148, 0.1133, 0.0308], [0.0225, 0.0042, 0.0532], [-0.9611, 0.1198, 0.9807], [-0.0063, -0.0910, -0.0902], [-0.1443, 0.0025, 0.1420], [-0.1575, -0.0647, -0.0693], [0.9958, -0.5762, 1.2179], [-1.3228, 0.2716, 0.8477], [0.0781, -0.6812, -0.5463], [-0.0087, -0.1182, 0.1170], [-0.0563, 0.0949, 0.0047], [-0.1609, 0.0951, -0.0540], [0.0805, 0.0470, 0.0444], [-0.1108, -0.1485, -0.0088], [-0.0549, -0.2265, 0.0429], [1.5079, 0.0381, 0.3808], [0.8680, 0.1131, 1.7304], [-0.1776, 0.7942, 1.1371], [0.1031, -0.0917, -0.1488], [-0.0776, 0.9942, 0.1348], [-0.0366, -0.0300, 0.1538], [-0.2512, 0.2680, 0.6613], [-0.2545, 0.0670, 0.0172], [-0.3099, 0.5245, -0.5783], [0.0952, 0.1244, 0.3730], [-0.3783, -0.9373, 0.0764], [0.0345, 0.0836, -0.1244], [0.0696, -0.0083, 0.1833], [0.5986, -0.1801, -0.6878], [0.0089, -0.4261, -0.7623], [0.1091, -0.0611, 0.0694], [-0.1761, 0.7441, -0.9661], [-0.0553, 0.2641, -0.9669], [-0.0984, -0.0888, -0.0302], [-0.6986, -0.5723, 0.1843], [0.1408, 0.0563, -0.0607], [0.0559, -0.0453, -0.1166], [0.0446, -0.0492, 0.1187], [0.1055, 0.0357, 0.0737], [0.0123, 0.1421, 0.0266], [0.1178, 0.4235, 1.0251], [0.4422, 0.3983, 0.3310], [-0.1049, -0.1077, -0.0023], [-0.1039, -0.1076, -0.0223], [0.1465, -0.0685, -0.8720], [0.0286, 0.0577, -0.9505], [0.1442, -1.0664, 0.0346], [0.0507, -0.3519, -0.9856], [0.0175, 0.1586, 0.0688], [0.7326, 0.4131, 0.1044], [0.1052, -0.0847, 0.0524], [0.1082, 0.0355, 0.0672], [0.1313, 0.0448, 0.0635], [0.6113, -0.4689, -0.4858], [-0.0924, 0.1444, -0.1444], [0.1300, 0.0278, 0.0809], [0.0741, -0.0908, -0.1121], [0.1174, 0.0496, 0.0516], [0.2978, -0.6357, 0.5690], [0.2602, -0.0480, 0.3574], [0.0528, -0.1531, -0.0417], [0.0708, -0.0360, -0.1214], [-0.0698, -0.1237, 0.8188], [-0.5197, 0.6206, -0.0469], [0.1337, -0.0772, 0.0478], [-0.6590, -0.6897, -0.0711], [-0.6100, 0.3324, 0.6245], [0.7978, 0.4888, -0.3636], [-0.0282, 0.0283, -0.0974], [-0.1107, -0.1097, -0.0040], [-0.1094, 0.1059, 0.0521], [0.0317, 0.0626, -0.1081], [0.0932, -0.0702, 0.0670], [-0.7142, 0.7434, -0.2454], [-0.1037, 0.0740, 0.0728], [-0.0904, 0.7639, -0.7481]], "lowdin_charge": [0.568, 0.543, 0.530, 0.509, 0.504, 0.523, 0.540, 0.511, 0.581, 0.523, 0.488, 0.461, 0.480, 0.542, 0.506, 0.536, 0.492, 0.499, 0.520, 0.497, 0.509, 0.485, 0.500, 0.540, 0.507, 0.530, 0.503, 0.510, 0.625, 0.494, 0.505, 0.510, 0.837, 0.692, -0.150, -0.165, -0.076, -1.044, -0.161, -0.094, -1.030, -0.275, -0.249, -0.175, -0.222, -1.037, -1.002, -0.977, -1.007, -0.212, -1.062, -1.043, -0.989, -0.399, -0.212, -0.145, -1.037, -1.038, -1.011, -1.006, -1.016, -1.032, -0.228, -0.466, -0.412, -1.022, -1.046, 0.020, 0.104, -0.067, 0.091, -0.073, 0.043, -0.023, 0.026, 0.059, 0.090, 0.031, 0.094, 0.100, -0.035, 0.065, 0.024, 0.010, -0.018, 0.023, 0.021, 0.006, 0.060, 0.027, 0.023, 0.096, 0.110, 0.078, 0.070, 0.027, 0.093, 0.026, 0.002, 0.027, 0.083, -0.039, 0.030, 0.028, -0.017, 0.118, -0.072, -0.009, 0.031, 0.061, 0.067, -0.031, 0.090, 0.085, 0.100, -0.007, 0.027, 0.000, 0.031, 0.010, 0.004, 0.025, 0.096], "e_tot_ev": -458873.718, "orbital_gap_ev": 3.239, "lumo_ha": 0.047, "charge": -1}